This record from the OMol25 dataset describes a cluster of 3 separate species, C2HF4IO in total. The level of theory is ωB97M-V with the def2-TZVPD basis set.

* lowest unoccupied orbital energy: 0.0017 hartree
* E_tot: -849.124145 Ha
* energy above the lowest of the compared OMol25 structures with the same formula, charge and spin: 2.113 eV
* frontier orbital gap: 9.94 eV

The geometry in ORCA input format:
```
! wB97M-V def2-TZVPD RIJCOSX def2/J DEFGRID3
* xyz 0 1
C -3.2753 -0.6385 0.2875
C -0.0056 -1.2529 -1.9299
O -2.6168 0.1072 0.8547
F -4.1237 -0.3472 -0.6431
F -3.3723 -1.9159 0.5233
F -1.2793 -1.2198 -1.5244
F 0.2058 -2.5009 -2.0851
I 2.1393 -0.7829 0.4951
H 3.5631 -1.3522 -0.1130
*
```